[1]
107
Properties=species:S:1:pos:R:3:forces:R:3 method="wB97M-V/def2-TZVPD" e_lumo_ev=-5.9 total_charge=+3 energy_ha=-1591.2833 e_homo_ev=-14.195 orbital_gap_ev=8.3 multiplicity=1
O -16.36314 -8.06543 4.52976 -0.39 0.10 -0.28
O -17.33296 -9.70598 2.43210 1.08 0.04 -0.57
O -17.98370 -9.23046 6.46752 -0.29 -0.94 0.60
N -15.14576 -11.71799 2.32932 -0.23 -0.27 1.25
N -17.44598 -11.16866 9.05530 0.23 0.19 -0.15
N -18.94082 -4.72523 2.17157 0.99 -0.42 0.18
N -16.31753 -4.12921 8.65215 0.34 0.76 1.82
C -15.80876 -11.07297 1.13203 0.57 0.11 -0.90
C -15.73395 -2.97342 9.52417 0.55 -0.34 -2.21
C -19.01745 -5.38268 4.63414 0.15 -1.40 0.46
C -16.14883 -12.57540 3.09662 0.36 0.77 -0.63
C -14.02932 -12.64927 1.88951 -1.64 0.10 -0.66
C -17.76474 -4.17318 9.07098 -0.68 -0.25 0.79
C -16.32183 -9.65240 1.41482 -0.50 -0.64 0.24
C -17.36709 -6.03451 10.67446 0.54 -0.17 1.45
C -19.75726 -4.11371 4.99121 -0.15 0.00 -0.08
C -17.21030 -9.71639 9.40735 -0.48 -0.57 0.02
C -14.53728 -10.72791 3.29256 0.83 -0.28 0.51
C -17.41553 -4.45239 2.14195 -0.50 -0.24 0.94
C -14.91118 -3.40300 6.56454 -0.85 -0.55 0.56
C -14.97931 -3.21373 5.04698 1.25 0.04 -0.07
C -19.30938 -5.24213 0.81217 -2.30 0.13 1.02
C -16.26572 -3.87748 7.15885 0.80 0.48 0.12
C -19.39992 -2.99880 3.99587 -0.71 -0.06 0.92
C -16.50555 -5.59380 1.66827 0.10 -0.43 0.26
C -15.85793 -5.99239 10.42416 0.88 1.33 0.79
C -19.29157 -5.83464 3.21059 0.57 0.57 -0.47
C -15.22681 -7.33459 4.85884 -0.08 -1.06 -0.01
C -15.04551 -5.13106 1.59085 0.03 0.26 -0.28
C -15.49012 -5.36944 9.05699 -1.29 -0.80 -0.13
C -19.70013 -3.42152 2.58727 0.57 -0.76 -0.63
C -17.39820 -10.51547 6.58611 0.37 0.44 -1.39
C -18.06941 -11.30806 7.65546 0.34 -0.50 0.84
C -16.10223 -11.87202 9.14938 -1.36 -0.28 -0.48
C -18.41622 -11.75970 10.02365 -0.33 0.53 0.24
C -17.94557 -4.64041 10.52643 -1.10 -0.18 -1.21
H -18.41352 -12.84749 10.02041 -0.16 0.05 -0.55
H -14.37391 -8.01841 4.98920 0.32 0.03 0.42
H -20.38751 -5.36994 0.94750 -0.17 0.25 -0.72
H -13.86813 -11.28120 3.95388 0.01 -0.24 -0.20
H -17.14979 -4.31883 3.19056 0.05 0.25 -0.06
H -15.56553 -13.25533 3.71219 -0.29 -0.02 0.16
H -19.34412 -11.28649 9.70926 -0.39 -0.61 0.42
H -15.75470 -6.18754 8.38374 0.16 0.44 -0.70
H -15.95989 -2.98278 4.63493 0.02 0.24 0.15
H -14.24817 -2.42495 4.86108 -0.53 0.44 -0.37
H -17.53049 -8.70460 5.77237 0.82 0.11 -0.57
H -16.86266 -9.69389 10.43864 0.27 0.05 -0.12
H -14.50968 -13.40384 1.26451 0.10 -0.01 -0.10
H -19.44616 -2.60328 1.91414 0.10 -0.36 -0.38
H -16.74475 -6.08478 0.72467 -0.36 0.42 -0.13
H -14.81855 -6.62203 4.12705 -0.50 0.23 -0.42
H -16.74251 -13.09035 2.34561 0.04 -0.26 0.24
H -16.91381 -9.25172 3.18928 -0.26 0.71 0.65
H -14.68905 -2.90525 9.22456 0.10 -0.09 0.44
H -18.38654 -2.62584 4.14926 0.10 -0.17 -0.14
H -13.90613 -10.01229 2.77035 -0.19 -0.02 -0.15
H -14.69689 -2.42536 6.99624 0.09 -0.09 0.15
H -18.99781 -6.26895 0.63754 0.78 0.32 0.07
H -16.17534 -2.04643 9.16285 -0.38 -0.03 0.46
H -14.33621 -5.95190 1.69052 -0.19 -0.14 0.11
H -14.52199 -4.01357 4.46377 -0.47 -0.53 0.34
H -17.65092 -3.96559 11.32906 0.62 0.08 -0.30
H -17.87701 -6.83750 10.14115 -0.14 0.35 -0.46
H -19.66995 -3.80600 6.03449 0.61 0.05 -0.03
H -17.53713 -6.24950 11.73209 0.24 -0.46 0.00
H -13.37471 -12.05953 1.25368 0.60 -0.24 0.51
H -16.78215 -11.89084 3.65407 -0.04 -0.18 0.04
H -20.33757 -6.13015 3.11555 -0.15 0.58 -0.34
H -19.13155 -11.06246 7.66895 0.14 0.52 0.37
H -17.30155 -3.48012 1.66353 0.10 -0.20 -0.41
H -20.76770 -3.62730 2.51323 0.05 -0.23 -0.25
H -15.43530 -11.44115 8.40743 0.28 0.31 0.54
H -16.25178 -12.90833 8.84692 -0.08 -0.05 0.24
H -15.39231 -5.44634 11.25240 -0.30 0.68 -0.12
H -18.24583 -3.20911 8.90156 0.59 0.31 0.03
H -16.73278 -9.15759 0.53490 -0.06 -0.53 -0.33
H -15.21644 -10.22031 3.97880 -0.53 0.14 -0.66
H -19.41066 -6.22086 5.21853 -0.14 0.05 0.15
H -18.08941 -12.38117 7.46101 0.46 -0.02 -0.06
H -14.83352 -4.68423 0.61905 -0.06 0.20 0.07
H -15.46591 -9.02950 1.67931 -0.11 0.09 0.39
H -15.04954 -11.13085 0.34823 0.16 0.76 0.03
H -18.36767 -4.83636 8.44715 0.58 -0.40 -0.22
H -18.22677 -11.47004 11.05721 0.38 0.23 -0.15
H -16.30508 -10.44558 6.58956 0.18 0.08 0.86
H -15.34709 -6.76256 5.79103 0.07 0.11 0.27
H -17.48394 -11.17804 5.71594 -0.70 0.45 -0.53
H -16.57641 -6.38788 2.41753 -0.03 -0.02 0.13
H -16.53217 -11.77381 0.71538 -0.50 0.17 0.58
H -14.10048 -4.08384 6.82413 0.03 0.02 -0.02
H -15.85367 -11.81631 10.20564 0.68 0.07 -0.23
H -18.73608 -6.72957 2.92927 0.33 0.17 0.13
H -20.05412 -2.13896 4.15639 0.06 0.07 0.09
H -16.95039 -3.04751 6.98075 -0.35 -0.25 -0.02
H -19.11186 -4.52690 0.01922 0.28 -0.10 0.08
H -17.95719 -5.45848 4.88798 0.16 0.53 -0.29
H -18.15824 -9.18338 9.36313 0.03 -0.04 -0.24
H -20.81205 -4.40282 4.96389 -0.20 0.44 -0.49
H -14.45737 -5.06178 8.92081 0.03 -0.28 0.17
H -16.49641 -9.31749 8.69215 -0.05 0.14 0.15
H -14.80274 -4.39910 2.36089 -0.01 0.00 -0.01
H -15.85459 -3.19340 10.57675 -0.09 0.10 -0.15
H -16.63669 -4.81058 6.73599 0.03 0.11 -0.29
H -15.26964 -6.89595 10.59854 -0.54 -0.55 -0.78
H -19.02860 -4.64876 10.67234 -0.07 -0.29 -0.09
H -13.68130 -13.16081 2.78126 0.70 0.34 -0.19

[2]
122
Properties=species:S:1:pos:R:3:forces:R:3 method="wB97M-V/def2-TZVPD" e_lumo_ev=0.2 energy_ha=-3221.1201 e_homo_ev=-8.722 orbital_gap_ev=8.9 multiplicity=1
S 0.43607 -1.87118 -1.14609 0.08 0.02 0.10
S -0.33547 -4.25967 2.93688 -0.01 -0.24 0.06
O 0.00026 -5.51713 2.36443 -0.10 0.08 0.12
O 1.00063 7.02299 -1.09880 -0.06 0.05 -0.02
O -0.72354 -4.15748 4.30242 0.08 -0.06 -0.15
O 0.80434 -3.19447 2.66603 0.13 0.01 -0.19
O -1.45705 -3.59067 2.00928 -0.17 0.01 -0.13
O -3.15451 0.51139 4.36129 -0.02 0.00 0.01
O 0.49977 0.25009 1.27749 -0.06 0.22 1.03
O 6.74956 -6.45669 -1.26831 -0.08 0.05 -0.01
O -4.33702 1.48250 -2.66030 0.02 0.04 -0.06
O 4.07198 -2.90668 -0.19383 -0.07 -0.01 0.04
O -7.57517 1.33363 3.32388 0.03 0.02 0.04
O 3.51601 3.30158 -0.33380 -0.02 0.00 -0.03
O -0.74750 4.04961 -4.00611 -0.04 -0.07 -0.11
N 2.46451 -0.81953 2.37910 -0.15 0.22 -0.15
N -1.67483 1.05736 -3.85835 -0.08 0.09 0.05
N 0.82746 4.62266 0.52231 0.11 0.01 -0.08
N 5.73522 -4.01927 -2.57534 -0.01 -0.04 0.11
N -5.83665 -0.44305 5.20448 0.06 0.07 -0.09
C 7.47787 -5.69294 -2.22090 0.09 -0.02 -0.03
C -5.11659 1.35414 -3.82996 -0.05 0.00 0.03
C 0.41404 -2.27974 1.56968 -0.13 -0.07 0.22
C -4.88735 -1.18252 4.38826 -0.06 0.11 -0.02
C 3.06223 3.48187 0.99429 0.03 -0.03 0.10
C -0.33659 1.60948 -4.02055 -0.02 -0.06 -0.09
C -3.46627 -0.82284 4.75455 0.10 -0.13 -0.04
C -6.32845 1.84916 2.90491 -0.03 0.03 -0.04
C 5.84715 -7.38665 -1.82824 0.03 -0.05 0.01
C -2.90854 1.39355 5.43770 0.04 0.01 -0.01
C 3.67587 4.48281 -1.09445 0.04 -0.02 -0.02
C 5.06418 -2.20058 -0.91737 0.02 0.13 -0.03
C -2.04123 0.75671 -2.48199 0.02 -0.01 -0.04
C 1.54564 3.51240 1.12845 -0.12 -0.01 0.06
C -7.23148 -0.59925 4.81354 -0.02 0.00 0.10
C 0.25607 6.39279 -2.12293 0.01 0.04 0.01
C -1.02414 -3.73877 -2.68804 0.04 -0.01 0.03
C 0.77729 -2.97006 0.25796 0.00 0.13 -0.06
C -7.64905 -0.07411 3.44529 -0.07 -0.07 -0.04
C 1.07177 5.95186 1.06275 -0.02 -0.08 -0.04
C 4.49677 -4.09106 0.45891 -0.02 0.01 0.09
C -3.49876 0.36702 -2.38558 0.03 -0.04 0.04
C 7.10334 -4.23080 -2.12931 -0.06 0.01 0.03
C 0.37640 6.96667 0.17775 0.02 0.00 0.07
C 0.35565 -3.09854 -2.46798 0.01 -0.08 -0.23
C -1.07918 -2.21749 1.85694 0.17 0.63 0.52
C -2.05022 4.30941 -3.51992 0.06 -0.01 0.06
C 5.22201 -2.67395 -2.35672 -0.04 -0.02 -0.09
C -0.05449 2.97155 -3.40055 0.12 0.07 0.10
B 1.15687 -0.86649 1.75342 0.21 -0.22 -0.08
H -1.00349 -4.80909 -2.48043 -0.03 0.04 0.04
H -5.77062 2.22301 -3.87599 0.00 0.00 -0.01
H -1.19989 -1.74442 2.83961 -0.07 0.13 -0.08
H -5.01125 -0.99585 3.31089 0.03 -0.07 -0.01
H -6.52103 2.77781 2.36829 0.00 0.00 0.00
H 1.29561 3.47393 2.19526 0.01 0.03 0.01
H 0.37997 0.89376 -3.60299 0.01 0.01 0.03
H 3.86805 -4.22259 1.34019 0.00 0.01 0.00
H -0.75650 6.80455 -2.18398 0.00 0.00 -0.02
H -1.77291 -3.27972 -2.04160 0.00 -0.03 -0.03
H 1.84270 -3.19533 0.28682 -0.02 -0.04 -0.08
H -2.10901 1.01948 6.08533 0.00 0.01 0.00
H -5.73427 0.45046 -3.80133 -0.01 0.00 -0.01
H -3.71206 0.02627 -1.36831 -0.03 0.00 0.01
H -3.71939 -0.45393 -3.07494 0.03 0.00 -0.01
H 1.00838 3.18628 -3.54297 0.00 0.01 0.01
H 0.76410 6.56368 -3.06968 0.05 0.03 0.03
H 2.51808 -0.07572 3.06802 0.08 0.19 -0.22
H -7.84392 -0.09380 5.56388 -0.01 -0.01 0.00
H -5.81464 1.15516 2.23210 0.01 0.01 0.00
H -5.03074 -2.25401 4.55624 -0.02 0.00 0.00
H 0.66110 6.00959 2.07588 0.00 -0.02 0.00
H -2.78407 -1.49221 4.22536 0.00 -0.04 0.04
H 0.42153 7.96287 0.62416 0.08 -0.01 -0.02
H -1.87800 1.60140 -1.79697 0.01 -0.02 0.05
H 0.68024 -2.55563 -3.35665 -0.04 -0.03 0.00
H -0.23872 2.96877 -2.31767 -0.05 -0.02 -0.01
H -3.80120 1.55568 6.05106 0.01 -0.02 0.01
H 7.27324 -3.91042 -1.09112 0.05 0.01 -0.02
H 1.04690 4.64129 -0.46459 -0.01 -0.07 0.03
H 6.35510 -8.07405 -2.51256 -0.01 -0.01 0.00
H 4.23988 -2.61046 -2.83250 0.00 0.02 0.00
H -7.48445 -1.66378 4.86199 0.01 0.00 -0.01
H -2.35105 1.70535 -4.24345 0.01 0.00 -0.02
H 1.11384 -3.85933 -2.27629 0.05 0.10 0.01
H 4.38752 -4.97687 -0.17335 0.05 0.01 -0.01
H 1.15266 2.59744 0.68271 0.06 -0.05 0.04
H 6.01206 -2.21991 -0.36605 0.01 -0.07 -0.03
H -2.82274 3.79624 -4.10014 0.01 -0.04 0.02
H -1.70072 -1.66503 1.15764 -0.02 -0.56 -0.38
H -0.67612 6.68463 0.07090 -0.01 0.03 0.01
H 0.20942 -3.89441 0.13996 -0.02 0.04 0.04
H 8.54320 -5.80488 -2.00145 -0.01 -0.03 0.01
H 3.53321 4.36982 1.43557 -0.04 0.04 -0.04
H 5.87396 -1.96647 -2.88005 0.01 0.00 0.01
H -2.22028 5.38313 -3.60095 -0.03 -0.01 -0.02
H -7.08384 -0.54875 2.63329 0.04 0.01 0.03
H 5.13385 -4.68346 -2.10373 -0.01 0.00 -0.03
H -0.12822 1.68073 -5.09083 0.00 0.00 0.00
H -1.35077 -3.61179 -3.72094 0.00 0.00 0.04
H 4.73188 -1.15936 -0.95042 -0.01 0.00 0.02
H -5.59422 0.53965 5.17841 -0.03 0.00 0.02
H -3.30115 -0.96073 5.82676 -0.04 0.05 0.01
H -2.14891 4.01625 -2.46994 -0.03 0.00 0.00
H 5.03172 -6.89775 -2.37351 0.02 0.00 -0.02
H -8.69991 -0.33589 3.29877 0.00 0.02 -0.02
H -0.33711 0.45558 1.71962 -0.08 -0.13 -0.56
H 7.29487 -6.06952 -3.23199 -0.02 0.04 -0.01
H 7.77721 -3.65094 -2.76766 -0.01 0.01 0.00
H -5.66348 2.07235 3.74503 0.02 -0.04 -0.01
H 2.76782 4.75552 -1.64073 -0.01 0.03 0.03
H 5.42618 -7.96026 -1.00463 -0.01 0.00 0.00
H 3.24164 -0.69321 1.73806 0.08 -0.36 0.05
H 4.46728 4.29971 -1.82101 0.00 0.00 0.00
H -1.42666 -0.07685 -2.12621 -0.04 0.07 0.00
H -4.50248 1.32332 -4.73704 0.01 -0.03 0.01
H 3.96559 5.32873 -0.46375 0.00 0.01 -0.01
H 5.53967 -4.01744 0.77907 0.00 -0.01 0.00
H 3.42378 2.61557 1.55572 0.02 0.00 -0.01
H -2.59879 2.34514 5.00885 -0.01 0.00 0.00
H 0.17777 5.31489 -1.96228 -0.10 0.04 -0.12
H 2.13775 6.21621 1.11866 -0.01 0.02 0.02